Record 1
83
Properties=species:S:1:pos:R:3 method="wB97M-V/def2-TZVPD" s_squared=3.759 e_above_lowest_kcal_mol=19.4 gap_ev="8.42 / 8.50" e_lumo_ev="-5.433 / -5.334" spin_multiplicity=4 homo_energy_ev="-13.86 / -13.83" charge=+2 molar_mass_g_mol=581.47
V 10.5268 8.4575 10.4802
N 9.3528 6.6454 10.9911
C 9.8678 6.2088 12.3234
C 10.2690 7.4082 13.2621
N 11.1065 8.4372 12.6431
C 12.5515 8.1485 12.6954
C 13.0248 7.1429 11.6993
N 12.4362 7.4616 10.3392
H 8.3668 6.8869 10.9661
H 9.5784 5.9332 10.2918
H 10.7228 5.5598 12.1774
H 9.1777 5.6037 12.9257
H 10.7472 7.0233 14.1913
H 9.3520 7.8839 13.5183
H 11.0127 9.3328 13.1601
H 12.9288 7.8238 13.6934
H 13.0667 9.1309 12.5240
H 12.6676 6.1448 11.9766
H 14.1184 7.0459 11.6929
H 12.4202 6.6286 9.7576
H 13.1227 8.0519 9.8501
C 6.1915 12.6229 8.6682
C 6.3087 11.6495 9.7768
C 7.6010 11.8492 10.4893
S 8.1687 10.5460 11.5897
O 8.6644 9.4170 10.7053
C 6.6454 10.0191 12.4194
C 5.7212 9.1612 11.5986
C 4.9761 8.1584 12.4867
H 5.2636 12.5697 8.1398
H 6.9652 12.4424 7.8834
H 6.3588 13.6372 9.0237
H 6.2397 10.6265 9.3620
H 5.5055 11.7410 10.5167
H 7.5789 12.7393 11.1293
H 8.4282 11.9633 9.7515
H 6.2370 10.9013 12.8824
H 6.9955 9.3422 13.1601
H 6.2777 8.5910 10.8349
H 5.0175 9.8025 11.1110
H 5.6108 7.4126 12.9624
H 4.1834 7.6707 11.8982
H 4.3826 8.7080 13.2589
C 11.1128 5.6398 7.1337
C 11.4439 6.9657 6.4520
C 11.1146 6.9168 4.9679
C 12.9080 7.3632 6.5651
Sb 10.1612 8.4531 7.5443
C 8.1136 7.9979 6.9865
C 7.9580 7.1985 5.6570
C 7.5994 7.2061 8.1763
C 7.2686 9.2642 6.9173
C 10.7861 10.4901 6.8780
C 10.5190 10.7470 5.3624
C 12.2576 10.6048 7.1695
C 9.9976 11.5352 7.7084
H 11.6428 4.8114 6.6739
H 10.0442 5.4199 7.0373
H 11.3672 5.6864 8.1813
H 11.8407 6.2543 4.5174
H 11.1255 7.8805 4.4896
H 10.1100 6.4965 4.8032
H 13.5656 6.5703 6.1807
H 13.2686 7.6164 7.5811
H 13.1326 8.1921 5.8867
H 8.4491 6.2132 5.7002
H 8.3669 7.8132 4.8075
H 6.9173 7.0523 5.4405
H 8.2235 6.3116 8.3311
H 6.5722 6.8944 8.0123
H 7.6434 7.8120 9.0641
H 7.6592 9.8986 6.1603
H 7.1938 9.7757 7.8582
H 6.2192 9.0079 6.6157
H 11.0662 10.0698 4.7052
H 10.7194 11.7652 5.1094
H 9.4669 10.6300 5.1492
H 12.8146 10.1625 6.3340
H 12.5634 10.1271 8.1236
H 12.5039 11.6817 7.2202
H 8.9394 11.4740 7.5368
H 10.3451 12.5234 7.3209
H 10.1800 11.4468 8.7697


Record 2
32
Properties=species:S:1:pos:R:3 method="wB97M-V/def2-TZVPD" s_squared=2.005 e_above_lowest_kcal_mol=47.7 gap_ev="5.75 / 6.91" e_lumo_ev="0.885 / -1.601" spin_multiplicity=3 homo_energy_ev="-4.87 / -8.51" charge=0 molar_mass_g_mol=220.26
C 2.5924 3.7444 -4.0396
C 2.1985 4.9148 -3.3403
C -1.5690 0.4910 0.2700
C -1.7338 1.7959 0.8390
C 2.3067 2.6198 -3.2848
C 1.7178 4.5147 -2.1122
C -0.3706 0.5386 -0.3663
C -0.6700 2.5636 0.5092
C -2.2132 -2.9942 1.2629
C -1.2683 -4.4509 -0.5793
C 0.0598 -2.7362 0.6127
C -1.0845 -3.3972 0.4363
N 1.7368 3.1049 -2.0438
N 0.2137 1.7819 -0.1800
P 1.8901 2.0192 -0.7316
H 2.7613 3.6899 -5.0860
H 2.3851 5.9619 -3.6921
H -2.2622 -0.3429 0.3325
H -2.6953 2.0883 1.1568
H 2.3004 1.5616 -3.6075
H 1.1235 5.1390 -1.4217
H 0.1908 -0.2509 -0.8383
H -0.5148 3.5668 0.8154
H -2.9033 -2.3857 0.7814
H -2.6166 -3.9185 1.6467
H -1.9247 -2.2829 2.1081
H -0.9380 -5.5091 -0.2285
H -0.8860 -4.0483 -1.5499
H -2.3055 -4.4937 -0.8960
H 0.2076 -2.0154 1.3963
H 0.9043 -2.7024 -0.1185
H 2.0804 2.8847 0.3883


Record 3
38
Properties=species:S:1:pos:R:3 method="wB97M-V/def2-TZVPD" gap_ev=5.11 e_lumo_ev=1.591 homo_energy_ev=-3.52 charge=-1 molar_mass_g_mol=383.00
C 0.7779 2.5577 1.9791
C -0.5898 1.9811 2.4887
N -1.5330 2.7255 2.9106
C -0.7700 0.4157 2.4239
C -0.1470 -0.0930 1.0587
C 1.2031 -0.6601 1.1595
C 1.8657 -1.1597 -0.0456
B 3.3500 -1.7311 0.1066
O 3.7301 -3.0287 -0.2466
O 4.3867 -0.9141 0.6730
C 1.1596 -1.1244 -1.3175
C -0.2053 -0.5455 -1.3899
C -0.8784 0.0006 -0.2158
C -2.2883 0.6675 -0.1863
C -3.3564 -0.4425 0.2080
F -2.5892 1.4093 -1.3346
C -0.9040 -0.5172 -2.7937
O -2.0734 -0.7232 -2.9664
C 0.0783 -0.2446 -3.9837
C 1.3204 -0.7944 -3.9177
C 1.7527 -1.6359 -2.6698
O 2.4520 -2.6107 -2.7840
H 1.5793 1.8814 2.3665
H 0.7553 2.4560 0.8606
H 0.8942 3.6169 2.3021
H -2.3543 2.1597 3.1719
H -1.8323 0.0727 2.4118
H -0.1694 -0.0232 3.2687
H 1.7165 -0.7080 2.1448
H 4.5657 -3.2035 0.2254
H 4.1503 -0.6950 1.5935
H -2.2752 1.4022 0.6637
H -3.9310 -0.0717 1.0904
H -2.8231 -1.3776 0.5817
H -4.1039 -0.6625 -0.5853
H -0.2011 0.3574 -4.8764
H 1.9930 -0.5960 -4.7801
Br -4.7056 1.8588 0.4043


Record 4
18
Properties=species:S:1:pos:R:3 method="wB97M-V/def2-TZVPD" e_above_lowest_kcal_mol=17.3 gap_ev=9.74 e_lumo_ev=0.642 homo_energy_ev=-9.10 charge=0 molar_mass_g_mol=138.19
N 1.2350 -1.1376 2.7863
C 0.3899 -0.6057 1.8213
O 0.6950 0.6345 1.4596
O -0.5058 -1.3231 1.3164
H 1.2057 -2.1496 2.9050
H 2.1843 -0.7848 2.8580
C -0.4983 1.1281 -1.3700
C -0.3044 -0.4730 -1.4127
S 0.5770 -0.8309 -2.9377
N -1.0531 1.5674 -0.0827
H -1.1970 1.4294 -2.2240
H 0.4925 1.6290 -1.5441
H -1.3192 -0.9650 -1.4238
H 0.2212 -0.8268 -0.5386
H 1.3175 -1.8521 -2.4725
H -1.4710 2.4712 -0.0438
H -0.0931 1.1710 0.7599
H -1.8762 0.9180 0.1435


Record 5
64
Properties=species:S:1:pos:R:3 method="wB97M-V/def2-TZVPD" e_above_lowest_kcal_mol=11.6 gap_ev=7.21 e_lumo_ev=-7.087 homo_energy_ev=-14.30 charge=+2 molar_mass_g_mol=720.14
W -0.9351 -0.3812 0.2790
B -2.4184 -0.4807 3.2954
N -0.8709 -0.3174 3.3296
C -0.0866 -0.2134 4.3918
C 1.2447 -0.1491 3.9774
C 1.1888 -0.1984 2.6048
N -0.1064 -0.3169 2.2133
N -2.8708 -0.3006 1.7421
C -4.1950 0.0678 1.6634
C -4.8733 -0.7861 0.8368
C -3.8902 -1.6610 0.3452
N -2.7246 -1.3830 0.9014
H -2.9188 0.4103 3.9103
H -2.7438 -1.5835 3.6218
H -0.5159 -0.1877 5.3806
H 2.1185 -0.0630 4.5986
H 1.9810 -0.1667 1.8722
H -4.5498 0.8752 2.2826
H -5.9216 -0.7793 0.5934
H -3.9712 -2.4299 -0.4071
N 0.1120 -3.4446 1.1013
C -0.1877 -2.3927 0.7615
H 0.3593 -4.3657 1.4180
S -0.8139 2.0455 0.9501
C -0.7496 3.1195 -0.3957
N -0.7975 4.4287 -0.2023
C -0.6434 5.1876 -1.4485
C -0.5539 4.0659 -2.5058
N -0.5774 2.8484 -1.6800
H -0.8900 4.8377 0.7130
H 0.2594 5.7943 -1.4160
H -1.5009 5.8372 -1.6084
H 0.3678 4.1152 -3.0814
H -1.4006 4.0781 -3.1899
H -0.6315 1.9127 -2.0358
Cl -4.3783 -1.4675 -3.0693
C -2.8432 -0.6115 -3.2978
Cl -1.8057 -1.3743 -4.4919
C -2.1475 -0.5610 -1.9554
O -2.2307 0.4778 -1.2264
O -1.4468 -1.5033 -1.5035
H -3.0756 0.3991 -3.6188
C 2.1867 0.1014 -2.6127
C 1.8011 -0.9070 -1.5111
C 1.3866 -2.2037 -2.2026
C 0.7556 -0.2723 -0.6473
C 2.9326 -1.1033 -0.4822
C 3.2243 -2.3668 0.0272
C 4.1834 -2.5304 1.0173
C 4.8593 -1.4319 1.5256
C 4.5777 -0.1670 1.0291
C 3.6219 -0.0055 0.0383
H 1.3491 0.2260 -3.3049
H 3.0298 -0.2852 -3.1853
H 2.4613 1.0811 -2.2246
H 0.6455 -2.0022 -2.9726
H 0.9595 -2.9481 -1.5343
H 2.2624 -2.6456 -2.6788
H 1.1118 0.7155 -0.3115
H 2.7324 -3.2425 -0.3739
H 4.4134 -3.5224 1.3838
H 5.6083 -1.5628 2.2951
H 5.1106 0.6964 1.4048
H 3.4214 0.9933 -0.3293


Record 6
78
Properties=species:S:1:pos:R:3 method="wB97M-V/def2-TZVPD" e_above_lowest_kcal_mol=12.8 gap_ev=9.24 e_lumo_ev=0.210 smiles=COC[C@H](C)N.COC[C@H](C)N.COC[C@H](C)N.O.O.O.O.O.O.O.O.O homo_energy_ev=-9.03 charge=0 molar_mass_g_mol=429.55
O -2.1203 28.4554 4.6523
H -2.8145 28.0225 4.1554
H -1.3087 28.1494 4.2474
O -0.2470 32.6262 6.4377
H -0.9855 33.1637 6.7239
H -0.5101 31.7288 6.6418
O -6.5502 26.9960 7.2246
H -7.0920 26.6586 6.5113
H -6.5790 27.9468 7.1187
O -4.4198 29.6304 8.6559
H -5.0258 30.3143 8.3709
H -4.9055 29.1406 9.3195
O -5.2383 28.0742 10.9973
H -5.5725 27.2344 10.6821
H -4.4075 27.8581 11.4208
O -0.6278 27.1730 7.7817
H -1.4253 27.5262 8.1759
H -0.1574 27.9425 7.4612
O -7.5984 30.2123 10.9803
H -6.9179 29.6365 11.3290
H -7.9237 30.6892 11.7438
O -1.3647 29.9194 7.1028
H -2.2187 30.1726 7.4533
H -1.5689 29.4007 6.3247
O -6.9175 26.0769 9.7267
H -6.6699 26.2651 8.8215
H -7.8716 26.1537 9.7355
C -3.2115 33.6780 5.2169
C -3.3801 34.2904 6.5752
C -4.2988 33.4432 7.5024
O -4.0524 33.8359 8.8934
C -4.4603 32.9094 9.8972
N -2.1206 34.4576 7.2000
H -4.0994 33.6894 4.5848
H -2.8206 32.6640 5.3004
H -2.4648 34.3285 4.7616
H -3.7366 35.3060 6.4035
H -4.1259 32.3911 7.2761
H -5.3100 33.6320 7.1418
H -5.5254 32.6906 9.8223
H -4.2703 33.1582 10.9413
H -4.0685 31.8923 9.8880
H -1.8797 35.3014 6.6999
H -2.2568 34.8911 8.1020
C -10.2965 28.5868 7.3442
C -9.3370 29.2886 8.2622
C -8.5564 30.3868 7.5211
O -7.3104 29.8003 7.0557
C -6.9248 30.4054 5.8260
N -10.0529 29.7428 9.4220
H -11.0876 29.2842 7.0686
H -10.8483 27.8306 7.9026
H -9.8457 28.3105 6.3910
H -8.6125 28.5538 8.6134
H -8.2310 31.1508 8.2271
H -9.2277 30.8442 6.7942
H -6.8226 31.4885 5.8931
H -7.7105 30.1738 5.1068
H -6.0092 29.8822 5.5500
H -10.3463 28.9321 9.9480
H -9.3504 30.2191 9.9696
C -1.8433 24.2927 10.6839
C -1.8990 25.0047 12.0714
C -3.0674 25.9882 12.2810
O -2.8163 27.0763 11.3363
C -1.7827 27.9592 11.7437
N -2.1961 23.7320 12.8251
H -2.8406 23.9000 10.4854
H -0.9945 23.6114 10.6253
H -1.8820 25.0388 9.8902
H -0.9737 25.5049 12.3573
H -3.1772 26.4513 13.2617
H -4.0259 25.4939 12.1228
H -0.8153 27.4589 11.6987
H -2.0207 28.3752 12.7227
H -1.6302 28.7913 11.0563
H -2.7045 23.1300 12.1934
H -1.2993 23.2743 12.9048


Record 7
88
Properties=species:S:1:pos:R:3 method="wB97M-V/def2-TZVPD" gap_ev=7.13 e_lumo_ev=-0.735 smiles=Cc1ccc2nccnc2c1P(O)I.CCN(CC)CC.CCN(CC)CC.CCN(CC)CC homo_energy_ev=-7.87 charge=0 molar_mass_g_mol=621.63
C 2.4070 -1.3308 -2.6257
C 2.3352 0.0673 -2.0617
C 3.5611 0.7606 -1.8652
C 3.6015 2.0209 -1.3629
C 2.4048 2.6944 -1.0505
N 2.4616 3.9687 -0.5737
C 1.3135 4.5408 -0.3390
C 0.0734 3.8994 -0.6024
N -0.0014 2.6817 -1.0588
C 1.1758 2.0291 -1.2606
C 1.1527 0.6942 -1.7415
P -0.3712 -0.2904 -1.9884
O -1.1096 0.5314 -3.1854
I -1.8119 0.0854 -0.0342
H 3.4443 -1.6362 -2.7330
H 1.9353 -1.3633 -3.6090
H 1.8682 -2.0382 -1.9978
H 4.4826 0.2557 -2.1234
H 4.5397 2.5369 -1.2085
H 1.3167 5.5516 0.0567
H -0.8533 4.4340 -0.4221
H -1.0433 1.4919 -3.0843
C -6.0086 -2.6878 -1.1784
C -5.8732 -3.7358 -2.2727
N -5.6519 -3.1637 -3.5892
C -5.7836 -4.1271 -4.6657
C -4.7753 -5.2817 -4.7346
C -4.5289 -2.2458 -3.6855
C -3.1443 -2.7693 -3.2883
H -6.7944 -1.9719 -1.4233
H -6.2674 -3.1729 -0.2362
H -5.0799 -2.1390 -1.0160
H -6.8028 -4.3099 -2.3238
H -5.0866 -4.4499 -1.9774
H -5.7625 -3.5791 -5.6118
H -6.7892 -4.5536 -4.5938
H -3.7993 -4.9527 -5.0890
H -5.1352 -6.0406 -5.4323
H -4.6422 -5.7644 -3.7658
H -4.7525 -1.3759 -3.0637
H -4.4972 -1.8617 -4.7082
H -3.1819 -3.3521 -2.3671
H -2.4778 -1.9273 -3.1065
H -2.6900 -3.3843 -4.0642
C -2.4045 -4.2942 0.6157
C -1.3746 -5.3449 1.0051
N -0.0462 -5.0546 0.4951
C 0.8766 -6.1680 0.6103
C 1.2677 -6.6454 2.0149
C 0.4830 -3.7472 0.8416
C 0.6279 -3.3926 2.3280
H -2.4240 -4.1559 -0.4661
H -3.3964 -4.6136 0.9393
H -2.2073 -3.3269 1.0787
H -1.6793 -6.3048 0.5787
H -1.3963 -5.4741 2.0996
H 1.7838 -5.9118 0.0555
H 0.4306 -7.0111 0.0734
H 1.9632 -5.9627 2.5015
H 1.7613 -7.6169 1.9470
H 0.3973 -6.7651 2.6607
H -0.1611 -2.9974 0.3806
H 1.4544 -3.6408 0.3501
H -0.2515 -3.6871 2.9026
H 0.7384 -2.3116 2.4351
H 1.5028 -3.8552 2.7830
C 3.1540 7.8861 5.8605
C 3.7324 6.8201 4.9425
N 2.9130 6.5688 3.7707
C 3.3020 5.3767 3.0388
C 4.6800 5.3504 2.3671
C 2.5968 7.7344 2.9641
C 3.7614 8.5482 2.3826
H 2.1331 7.6343 6.1505
H 3.7591 7.9593 6.7648
H 3.1466 8.8721 5.3950
H 3.7939 5.8803 5.4978
H 4.7691 7.0960 4.6901
H 2.5371 5.1801 2.2827
H 3.2440 4.5370 3.7384
H 4.7067 5.9612 1.4657
H 4.9175 4.3279 2.0679
H 5.4687 5.6898 3.0397
H 1.9799 8.4040 3.5678
H 1.9449 7.4037 2.1508
H 4.5477 8.7142 3.1202
H 3.4011 9.5287 2.0653
H 4.2072 8.0700 1.5119


Record 8
42
Properties=species:S:1:pos:R:3 method="wB97M-V/def2-TZVPD" e_above_lowest_kcal_mol=151.8 gap_ev=8.59 e_lumo_ev=-0.635 homo_energy_ev=-9.23 charge=0 molar_mass_g_mol=252.21
H 0.0633 0.4815 0.8410
H 0.8633 -0.5632 0.0803
H 2.5870 -0.5279 -2.3915
H 3.5597 -1.1655 -3.3700
H 4.0506 1.7232 3.7563
H 2.8376 1.9130 2.8604
H 2.3106 -1.9848 2.9131
H 3.3901 -1.7693 1.8650
H -3.6194 -1.0179 1.0409
H -4.2374 -0.6668 -0.3025
H 1.2218 -3.1184 0.9331
H 1.8015 -3.4532 -0.4314
H 3.5331 2.9664 -0.5791
H 2.9858 2.1024 -1.7033
H -2.2151 -3.9877 1.1848
H -1.9470 -3.5408 -0.2429
H -0.0305 4.8705 -0.8122
H -0.6302 3.4901 -1.0245
H -1.8459 0.2497 2.3133
H -1.7539 -0.3159 3.7210
H -0.2146 -1.7124 -3.1044
H -0.9694 -3.0308 -3.0568
H -2.3186 2.8738 2.0561
H -3.1428 3.3961 0.8908
H -2.1807 0.7926 -1.7371
H -2.8952 0.5906 -3.0633
H -0.3632 -0.0942 -1.4782
H -0.5945 1.3765 -1.1726
O 0.9654 0.2410 0.6017
O 3.4602 -0.4086 -2.7816
O 3.3168 1.2412 3.3585
O 2.9442 -2.4620 2.3655
O -4.0467 -0.2959 0.5664
O 1.0533 -3.6465 0.1447
O 3.8038 2.3231 -1.2438
O -2.6628 -3.6888 0.3853
O -0.8745 4.4154 -0.9096
O -2.3773 -0.1665 3.0013
O -0.7369 -2.2682 -2.5151
O -2.5065 3.6772 1.5579
O -2.0636 0.4063 -2.6123
O -0.5213 0.7550 -1.9056


Record 9
14
Properties=species:S:1:pos:R:3 method="wB97M-V/def2-TZVPD" e_above_lowest_kcal_mol=42.5 gap_ev=8.22 e_lumo_ev=-0.458 homo_energy_ev=-8.67 charge=0 molar_mass_g_mol=124.72
C 1.7393 1.6919 -0.8798
C -2.2346 -1.8168 0.0113
Si 1.9700 0.3807 0.5794
Si -2.1921 -0.0710 -0.6985
Cl -3.5586 0.8388 0.5079
H 2.7686 1.9009 -1.0581
H 1.1601 1.1158 -1.5599
H 1.0866 2.5251 -0.3753
H -2.3323 -1.8448 1.1814
H -2.9941 -2.4509 -0.2745
H -1.3368 -2.3573 -0.1344
H 2.8497 -0.5558 0.0098
H 2.4736 0.9363 1.9634
H 0.6005 -0.2928 0.7274